Computed, not measured: a structure of composition C22H63FeN3O12P, with ωB97M-V with the def2-TZVPD basis set.

Each line ends with the Löwdin charge.
Cartesian coordinates (Å):
Fe (0.545, 1.962, -0.239)  0.982
P (-0.599, 0.008, -0.242)  0.191
O (0.911, 0.119, -0.415)  -0.366
O (-1.406, -1.266, -0.196)  -0.266
O (-0.920, 1.231, -1.133)  -0.333
O (-0.542, 1.025, 0.923)  -0.351
C (-4.551, 0.676, -1.539)  -0.061
C (-4.807, -0.883, -1.545)  -0.248
O (-4.179, -1.549, -0.441)  -0.108
H (-3.619, 1.085, -1.149)  0.047
H (-5.308, 1.111, -0.887)  0.063
H (-4.650, 1.198, -2.491)  0.064
H (-4.253, -1.308, -2.383)  0.083
H (-5.851, -1.196, -1.547)  0.113
H (-3.247, -1.323, -0.493)  0.009
C (-3.134, -3.001, 3.830)  -0.091
C (-2.439, -2.665, 2.563)  -0.319
O (-2.234, -1.246, 2.517)  -0.097
H (-4.099, -2.520, 3.987)  0.083
H (-2.540, -2.644, 4.671)  0.079
H (-3.261, -4.084, 3.841)  0.080
H (-2.971, -2.964, 1.659)  0.107
H (-1.466, -3.140, 2.693)  0.106
H (-1.975, -1.011, 1.623)  0.011
C (-2.631, 0.974, 4.873)  -0.066
C (-1.161, 1.378, 4.478)  -0.301
O (-1.226, 1.892, 3.182)  -0.133
H (-2.622, 0.640, 5.910)  0.062
H (-3.019, 0.144, 4.281)  0.044
H (-3.299, 1.831, 4.790)  0.070
H (-0.430, 0.572, 4.546)  0.104
H (-0.841, 2.266, 5.022)  0.100
H (-1.166, 1.240, 2.480)  0.010
C (-1.627, -2.014, -4.413)  -0.053
C (-0.734, -1.082, -3.549)  -0.308
O (-1.273, 0.225, -3.630)  -0.102
H (-2.661, -1.850, -4.110)  0.063
H (-1.311, -3.056, -4.448)  0.069
H (-1.625, -1.715, -5.462)  0.071
H (0.260, -0.926, -3.968)  0.101
H (-0.603, -1.445, -2.530)  0.062
H (-1.163, 0.602, -2.754)  -0.003
C (-1.594, -5.575, 0.066)  -0.066
C (-1.920, -4.646, -1.171)  -0.256
O (-0.970, -3.647, -0.991)  -0.142
H (-1.929, -5.216, 1.040)  0.052
H (-0.529, -5.755, 0.214)  0.052
H (-2.087, -6.538, -0.062)  0.065
H (-2.929, -4.233, -1.183)  0.117
H (-1.687, -5.182, -2.091)  0.107
H (-1.282, -2.812, -0.633)  -0.006
C (3.286, 3.378, -3.426)  -0.043
C (2.107, 3.423, -2.509)  -0.429
C (0.757, 3.323, -3.247)  -0.227
O (-0.313, 3.568, -2.433)  -0.211
C (-1.568, 3.691, -3.066)  -0.053
N (2.146, 2.401, -1.521)  0.038
H (3.239, 2.439, -3.978)  0.096
H (4.303, 3.426, -3.035)  0.088
H (3.477, 4.234, -4.073)  0.099
H (2.066, 4.404, -2.036)  0.147
H (0.816, 2.552, -4.015)  0.144
H (0.856, 4.184, -3.908)  0.131
H (-1.500, 4.353, -3.929)  0.091
H (-2.300, 4.143, -2.398)  0.108
H (-1.771, 2.755, -3.586)  0.090
H (3.007, 2.735, -1.112)  0.114
H (2.424, 1.554, -1.997)  0.118
C (1.003, 5.600, 2.113)  -0.021
C (1.443, 4.380, 1.323)  -0.360
C (1.935, 3.189, 2.124)  -0.153
O (1.954, 2.025, 1.306)  -0.274
C (2.732, 1.021, 1.870)  -0.069
N (0.324, 3.896, 0.426)  0.051
H (0.710, 6.420, 1.458)  0.094
H (1.836, 5.939, 2.729)  0.095
H (0.211, 5.303, 2.801)  0.099
H (2.258, 4.643, 0.650)  0.137
H (1.334, 2.991, 3.012)  0.140
H (2.906, 3.446, 2.545)  0.141
H (3.523, 0.771, 1.162)  0.091
H (2.146, 0.104, 1.927)  0.092
H (3.154, 1.319, 2.830)  0.111
H (0.066, 4.752, -0.043)  0.113
H (-0.417, 3.834, 1.110)  0.113
C (2.792, -4.551, -0.265)  -0.010
C (2.922, -3.055, 0.041)  -0.320
C (4.393, -2.704, 0.006)  -0.146
O (5.165, -2.954, 1.207)  -0.162
C (5.036, -2.074, 2.261)  -0.112
N (2.101, -2.399, -0.960)  0.369
H (1.732, -4.803, -0.239)  0.075
H (3.363, -5.031, 0.530)  0.102
H (3.245, -4.870, -1.204)  0.105
H (2.394, -2.756, 0.947)  0.187
H (4.608, -1.645, -0.137)  0.120
H (4.833, -3.055, -0.928)  0.144
H (5.381, -2.626, 3.135)  0.106
H (3.966, -1.911, 2.395)  0.077
H (5.577, -1.130, 2.201)  0.095
H (1.807, -1.492, -0.626)  0.073
H (1.185, -2.825, -0.935)  0.108

**Kohn-Sham gap (spin up / spin down)**: 8.50 / 3.48 eV
**Spin multiplicity**: 7
**Charge**: +1
**LUMO level (spin up / spin down)**: -2.59 / -7.61 eV
**Molecular weight**: 648.57 g mol⁻¹
**HOMO (spin up / spin down)**: -0.407 / -0.407 hartree

Computed, not measured: a cluster of 7 separate species, C22H63N9O7 in total, with ωB97M-V with the def2-TZVPD basis set.

Each line ends with the Löwdin charge.
Cartesian coordinates (Å):
C (-2.494, -3.236, -1.761)  -0.083
O (-2.690, -2.868, -3.129)  -0.198
C (-2.513, -3.950, -4.005)  -0.238
C (-3.119, -3.601, -5.356)  -0.439
C (-4.558, -3.128, -5.237)  -0.067
N (-3.040, -4.759, -6.291)  0.040
H (-3.118, -4.103, -1.541)  0.091
H (-2.784, -2.364, -1.178)  0.089
H (-1.429, -3.426, -1.590)  0.069
H (-1.431, -4.116, -4.116)  0.130
H (-2.994, -4.870, -3.641)  0.130
H (-2.549, -2.748, -5.749)  0.127
H (-5.148, -3.915, -4.759)  0.084
H (-4.953, -2.962, -6.238)  0.078
H (-4.640, -2.214, -4.654)  0.055
H (-2.458, -4.449, -7.067)  0.069
H (-2.398, -5.426, -5.856)  0.061
C (-0.833, -3.485, 2.178)  -0.097
O (0.348, -3.610, 1.417)  -0.250
C (1.163, -4.703, 1.812)  -0.197
C (2.058, -5.068, 0.657)  -0.434
C (1.323, -5.426, -0.625)  -0.062
N (2.824, -6.281, 1.057)  0.027
H (-1.394, -2.616, 1.841)  0.083
H (-0.600, -3.332, 3.238)  0.087
H (-1.438, -4.389, 2.056)  0.092
H (1.788, -4.361, 2.648)  0.127
H (0.569, -5.569, 2.121)  0.132
H (2.760, -4.251, 0.449)  0.137
H (2.024, -5.754, -1.394)  0.076
H (0.808, -4.574, -1.080)  0.057
H (0.568, -6.194, -0.446)  0.086
H (3.499, -6.486, 0.324)  0.067
H (3.427, -6.043, 1.844)  0.073
C (-3.297, 0.563, -5.664)  -0.116
O (-2.703, 1.511, -4.828)  -0.176
C (-1.740, 2.306, -5.489)  -0.226
C (-0.911, 3.023, -4.453)  -0.436
C (0.131, 3.914, -5.126)  -0.069
N (-0.285, 2.079, -3.503)  0.044
H (-3.881, -0.166, -5.103)  0.071
H (-2.523, -0.036, -6.174)  0.086
H (-3.961, 1.015, -6.411)  0.093
H (-1.085, 1.659, -6.097)  0.128
H (-2.243, 3.023, -6.150)  0.134
H (-1.565, 3.674, -3.864)  0.135
H (0.686, 3.350, -5.879)  0.081
H (0.815, 4.308, -4.376)  0.075
H (-0.346, 4.748, -5.646)  0.079
H (-0.214, 1.152, -3.915)  0.071
H (0.674, 2.383, -3.372)  0.062
C (-0.546, 2.688, 5.564)  -0.117
O (-1.404, 2.153, 4.592)  -0.173
C (-0.877, 2.198, 3.275)  -0.203
C (-1.018, 3.578, 2.650)  -0.433
C (-2.454, 3.797, 2.199)  -0.056
N (-0.132, 3.710, 1.485)  0.054
H (-1.006, 2.548, 6.543)  0.090
H (-0.351, 3.758, 5.452)  0.078
H (0.392, 2.114, 5.592)  0.087
H (0.177, 1.876, 3.283)  0.103
H (-1.438, 1.443, 2.723)  0.130
H (-0.797, 4.324, 3.425)  0.110
H (-2.637, 4.839, 1.907)  0.076
H (-3.173, 3.606, 2.995)  0.083
H (-2.643, 3.196, 1.308)  0.082
H (-0.222, 4.647, 1.107)  0.091
H (0.835, 3.644, 1.797)  0.035
C (1.909, 6.190, 3.565)  -0.110
O (2.777, 5.203, 3.086)  -0.183
C (2.850, 4.054, 3.883)  -0.232
C (3.781, 3.049, 3.213)  -0.404
C (3.120, 2.578, 1.919)  -0.069
N (3.966, 1.955, 4.181)  0.058
H (2.082, 7.076, 2.960)  0.090
H (2.036, 6.396, 4.636)  0.092
H (0.850, 5.896, 3.468)  0.071
H (3.247, 4.314, 4.874)  0.133
H (1.867, 3.581, 4.035)  0.105
H (4.709, 3.572, 2.987)  0.141
H (3.681, 1.813, 1.374)  0.078
H (3.023, 3.372, 1.164)  0.082
H (2.099, 2.225, 2.059)  0.037
H (3.046, 1.597, 4.425)  0.064
H (4.430, 1.188, 3.704)  0.059
N (0.151, -1.252, -0.197)  0.184
C (0.355, -0.120, 0.521)  -0.637
N (0.027, 1.071, -0.031)  0.189
O (0.918, -0.171, 1.626)  -0.042
H (-0.322, -1.279, -1.081)  0.090
H (0.514, -2.093, 0.238)  0.074
H (-0.356, 1.206, -0.953)  0.078
H (0.115, 1.870, 0.587)  0.048
N (3.404, -1.310, 2.500)  0.151
C (3.199, -1.675, 3.815)  -0.686
N (1.872, -1.612, 4.184)  0.161
O (4.103, -1.965, 4.582)  0.011
H (2.605, -1.033, 1.944)  0.045
H (4.301, -0.903, 2.308)  0.088
H (1.620, -1.890, 5.112)  0.098
H (1.188, -1.250, 3.539)  0.059

**Kohn-Sham gap**: 9.64 eV
**ΔE to the lowest compared entry with this formula, charge and spin**: 0.0 kJ/mol
**Spin multiplicity**: 1
**Charge**: 0
**LUMO level**: 0.44 eV
**Molecular weight**: 565.80 g mol⁻¹
**HOMO**: -0.338 hartree

Computed, not measured: a cluster of 7 separate species, C22H63N9O7 in total, with ωB97M-V with the def2-TZVPD basis set.

Each line ends with the Löwdin charge.
Cartesian coordinates (Å):
C (0.276, -0.095, -2.790)  -0.061
C (0.886, 0.112, -1.387)  -0.334
C (-0.185, 0.113, -0.211)  -0.177
O (-1.051, -1.048, -0.183)  -0.205
C (-2.062, -1.075, 0.780)  -0.105
N (1.727, -1.097, -1.002)  0.021
H (-0.185, -1.066, -2.969)  0.074
H (1.062, 0.042, -3.532)  0.082
H (-0.501, 0.656, -2.934)  0.052
H (1.353, 1.097, -1.427)  0.119
H (-0.839, 0.969, -0.374)  0.108
H (0.335, 0.260, 0.736)  0.105
H (-1.605, -0.779, 1.725)  0.073
H (-2.438, -2.086, 0.938)  0.073
H (-2.853, -0.380, 0.498)  0.099
H (1.905, -1.043, -0.009)  0.038
H (1.096, -1.879, -1.099)  0.031
C (-0.234, 4.510, 2.007)  -0.064
C (-0.620, 3.065, 2.119)  -0.426
C (-0.504, 2.402, 3.474)  -0.236
O (-1.355, 2.959, 4.404)  -0.156
C (-1.006, 2.688, 5.752)  -0.103
N (-1.900, 2.869, 1.395)  0.054
H (0.773, 4.713, 2.373)  0.080
H (-0.983, 5.145, 2.483)  0.088
H (-0.126, 4.922, 1.004)  0.078
H (0.029, 2.428, 1.519)  0.099
H (0.507, 2.352, 3.879)  0.127
H (-0.787, 1.357, 3.346)  0.110
H (-1.723, 3.149, 6.431)  0.091
H (0.008, 2.871, 6.106)  0.090
H (-1.189, 1.655, 6.048)  0.069
H (-2.652, 2.603, 2.014)  0.070
H (-2.206, 3.771, 1.061)  0.063
C (3.970, 4.755, -4.105)  -0.055
C (4.520, 5.351, -2.802)  -0.468
C (5.044, 4.246, -1.789)  -0.194
O (3.925, 3.436, -1.576)  -0.175
C (4.216, 2.368, -0.754)  -0.143
N (5.504, 6.271, -3.135)  0.038
H (4.792, 4.448, -4.753)  0.078
H (3.406, 5.511, -4.651)  0.075
H (3.269, 3.921, -4.069)  0.055
H (3.693, 5.777, -2.233)  0.139
H (5.325, 4.600, -0.797)  0.125
H (5.923, 3.880, -2.320)  0.123
H (3.314, 1.860, -0.411)  0.068
H (4.862, 2.566, 0.101)  0.089
H (4.692, 1.530, -1.261)  0.087
H (5.858, 6.819, -2.364)  0.086
H (6.276, 5.640, -3.296)  0.071
C (1.447, -3.989, 1.394)  0.020
C (2.153, -5.275, 0.838)  -0.303
C (1.154, -6.523, 0.650)  -0.148
O (0.616, -6.932, 1.918)  -0.165
C (-0.095, -8.126, 1.622)  -0.099
N (2.833, -4.940, -0.331)  0.317
H (0.914, -3.670, 0.498)  0.086
H (2.097, -3.266, 1.886)  0.103
H (0.702, -4.388, 2.083)  0.087
H (2.811, -5.540, 1.666)  0.204
H (1.610, -7.263, -0.007)  0.131
H (0.275, -6.142, 0.128)  0.126
H (-0.928, -7.920, 0.951)  0.090
H (-0.579, -8.448, 2.544)  0.105
H (0.447, -8.932, 1.127)  0.097
H (3.398, -5.616, -0.823)  0.162
H (3.412, -4.123, -0.202)  0.154
C (-1.872, -1.685, 4.667)  -0.061
C (-3.276, -1.978, 4.046)  -0.379
C (-3.270, -3.448, 3.538)  -0.227
O (-2.251, -3.724, 2.621)  -0.211
C (-2.421, -4.888, 1.834)  -0.092
N (-4.267, -1.851, 5.163)  0.048
H (-1.025, -1.910, 4.019)  0.059
H (-1.611, -2.250, 5.562)  0.076
H (-1.750, -0.674, 5.056)  0.056
H (-3.526, -1.399, 3.157)  0.126
H (-4.244, -3.679, 3.108)  0.128
H (-3.123, -4.037, 4.443)  0.123
H (-3.117, -4.727, 1.011)  0.094
H (-2.826, -5.726, 2.402)  0.094
H (-1.485, -5.227, 1.389)  0.055
H (-5.090, -2.064, 4.619)  0.062
H (-4.138, -2.658, 5.757)  0.064
C (-3.740, -0.027, -5.142)  -0.682
O (-4.672, -0.818, -5.465)  -0.019
N (-3.791, 1.294, -5.320)  0.161
N (-2.594, -0.368, -4.522)  0.150
H (-3.035, 1.781, -4.861)  0.058
H (-4.578, 1.783, -5.725)  0.117
H (-1.891, 0.211, -4.083)  0.056
H (-2.802, -1.227, -4.033)  0.106
C (-1.135, 3.661, -4.743)  -0.798
O (-1.598, 3.146, -3.758)  0.027
N (-1.845, 4.362, -5.628)  0.173
N (0.113, 3.593, -5.007)  0.181
H (-1.332, 4.766, -6.399)  0.107
H (-2.848, 4.462, -5.564)  0.118
H (0.670, 3.255, -4.235)  0.117
H (0.564, 4.004, -5.812)  0.121

**Kohn-Sham gap (spin up / spin down)**: 7.62 / 2.22 eV
**ΔE to the lowest compared entry with this formula, charge and spin**: 98.3 kJ/mol
**Spin multiplicity**: 2
**Charge**: +1
**LUMO level (spin up / spin down)**: -3.13 / -8.52 eV
**Molecular weight**: 565.80 g mol⁻¹
**HOMO (spin up / spin down)**: -0.395 / -0.395 hartree

Here are the calculated energy numbers, same order: -3547.8266, -1895.5063, -1895.0313 (a.u.).